P.
Formula: C4H6O2
Source: OMol25
Level of theory: ωB97M-V/def2-TZVPD

Its spin multiplicity is 3. Its charge is 0. Its orbital gap (alpha / beta) is 7.676 / 7.262 eV. As for the lowest unoccupied orbital energy (alpha / beta): 0.0263 / -0.0974 hartree. The calculation puts the highest occupied orbital energy (alpha / beta) at -6.961 / -9.913 eV.

Last column: Mulliken spin population.
Geometry (Å):
C (-1.130, 0.193, 1.601)  0.40
C (-1.137, -0.962, 0.613)  0.24
C (-0.109, 0.131, 0.596)  0.26
C (0.423, 1.135, -0.408)  -0.02
O (-1.483, 0.719, 2.597)  0.62
O (1.427, -0.689, 1.342)  0.41
H (-0.786, -1.694, 1.332)  0.06
H (-1.822, -1.322, -0.154)  0.03
H (0.504, 2.143, 0.079)  0.01
H (-0.416, 1.098, -1.065)  0.00
H (1.426, 0.752, -0.737)  0.02
H (1.323, -0.647, 2.360)  -0.03


Q.
Formula: C4H6O2
Source: OMol25
Level of theory: ωB97M-V/def2-TZVPD

Its spin multiplicity is 3. Its charge is 0. Its orbital gap (alpha / beta) is 7.045 / 8.169 eV. As for the lowest unoccupied orbital energy (alpha / beta): 0.0331 / -0.0241 hartree. The calculation puts the highest occupied orbital energy (alpha / beta) at -6.144 / -8.825 eV.

Last column: Mulliken spin population.
Geometry (Å):
C (-0.789, 0.040, -0.815)  0.01
C (0.326, 0.401, 0.091)  -0.02
C (1.529, 0.588, -0.418)  0.14
C (-1.646, 1.076, -0.240)  1.66
O (2.629, 0.984, 0.298)  0.02
O (-2.573, 0.723, 0.588)  0.05
H (-0.362, 0.151, -1.975)  0.03
H (-1.289, -0.923, -0.700)  0.02
H (0.031, 0.579, 1.124)  0.02
H (1.681, 0.307, -1.405)  0.01
H (2.329, 1.208, 1.184)  0.00
H (-2.686, -0.232, 0.718)  0.07


Q ends up most stable, edging out the next structure by 64.5 kJ/mol.


P.
Formula: C4H10NOP
Source: OMol25
Level of theory: ωB97M-V/def2-TZVPD

Its charge is 0. Its orbital gap (alpha / beta) is 7.302 / 7.304 eV. As for the lowest unoccupied orbital energy (alpha / beta): -0.0081 / -0.0080 hartree. The calculation puts the highest occupied orbital energy (alpha / beta) at -7.521 / -7.522 eV.

Last column: Mulliken charge in e.
Geometry (Å):
C (-0.719, 1.150, -0.843)  -0.04
C (-1.707, -0.272, 0.958)  -0.99
C (2.193, -1.377, -0.426)  -0.94
C (-1.466, 1.113, 0.336)  -0.34
N (0.395, 0.487, -1.089)  -0.17
O (1.269, 0.260, 1.504)  -0.54
P (1.757, 0.330, 0.134)  0.09
H (-1.243, 1.710, -1.752)  0.25
H (-1.952, -0.914, 0.148)  0.32
H (-2.466, -0.442, 1.812)  0.30
H (-0.757, -0.639, 1.420)  0.25
H (3.324, -1.495, -0.260)  0.29
H (1.737, -2.333, 0.146)  0.26
H (2.084, -1.733, -1.436)  0.36
H (-0.884, 1.839, 1.087)  0.25
H (-2.473, 1.567, 0.172)  0.31
H (0.907, 0.750, -1.912)  0.35


Q.
Formula: C4H10NOP
Source: OMol25
Level of theory: ωB97M-V/def2-TZVPD

Its charge is 0. Its orbital gap (alpha / beta) is 7.342 / 7.343 eV. As for the lowest unoccupied orbital energy (alpha / beta): -0.0002 / -0.0002 hartree. The calculation puts the highest occupied orbital energy (alpha / beta) at -7.348 / -7.348 eV.

Last column: Mulliken charge in e.
Geometry (Å):
C (-0.170, -1.257, 0.615)  -0.01
C (-0.378, 0.614, 2.177)  -1.18
C (1.336, 0.783, -2.283)  -0.84
C (-1.058, -0.162, 0.959)  -0.37
N (0.453, -1.260, -0.518)  -0.20
O (-1.238, 0.429, -2.082)  -0.53
P (-0.100, -0.474, -2.190)  0.08
H (-0.252, -1.999, 1.459)  0.32
H (-0.394, 0.067, 3.101)  0.37
H (-1.164, 1.526, 2.449)  0.25
H (0.594, 0.985, 2.092)  0.42
H (1.351, 1.343, -3.208)  0.33
H (1.043, 1.334, -1.371)  0.19
H (2.332, 0.212, -2.247)  0.27
H (-1.285, 0.557, 0.233)  0.37
H (-1.981, -0.577, 1.501)  0.21
H (0.910, -2.123, -0.687)  0.32


Q ends up most stable, edging out the next structure by 8.4 kJ/mol.


P.
Formula: C8H10N2O
Source: OMol25
Level of theory: ωB97M-V/def2-TZVPD

The SMILES is C/C(C=O)=C(/C)c1ncc[nH]1. Its charge is 0. Its orbital gap is 7.540 eV. As for the lowest unoccupied orbital energy: -0.0168 hartree. The calculation puts the highest occupied orbital energy at -7.996 eV.

Last column: Mulliken charge in e.
Geometry (Å):
C (-1.764, 1.957, -0.063)  -1.35
C (-1.701, 0.468, 0.086)  0.38
C (-3.068, -0.101, 0.002)  -0.02
O (-3.948, 0.638, -0.336)  -0.50
C (-0.423, -0.330, 0.175)  0.81
C (-0.343, -1.832, -0.040)  -1.91
C (0.914, 0.131, 0.207)  0.48
N (1.155, 1.428, 0.145)  -0.34
C (2.499, 1.475, -0.073)  -0.40
C (3.099, 0.245, -0.078)  -0.36
N (2.104, -0.650, 0.111)  -0.08
H (-1.225, 2.325, 0.781)  0.32
H (-1.334, 2.356, -1.003)  0.26
H (-2.760, 2.320, -0.190)  0.39
H (-3.151, -1.220, 0.231)  0.19
H (0.184, -2.285, 0.796)  0.37
H (-1.263, -2.303, 0.023)  0.41
H (0.093, -1.988, -1.018)  0.35
H (3.042, 2.444, -0.073)  0.34
H (4.103, 0.163, -0.110)  0.49
H (2.130, -1.641, 0.103)  0.17


Q.
Formula: C8H10N2O
Source: OMol25
Level of theory: ωB97M-V/def2-TZVPD

The SMILES is CC(=O)Nc1cccc(N)c1. Its charge is 0. Its orbital gap is 9.202 eV. As for the lowest unoccupied orbital energy: 0.0296 hartree. The calculation puts the highest occupied orbital energy at -8.397 eV.

Last column: Mulliken charge in e.
Geometry (Å):
C (-1.802, -0.042, -2.504)  -0.90
C (-0.708, 0.982, -2.321)  0.62
O (-0.618, 2.031, -3.007)  -0.64
N (0.274, 0.798, -1.335)  -0.21
C (0.381, -0.012, -0.159)  0.08
C (0.339, -1.404, -0.267)  -0.53
C (0.473, -2.145, 0.843)  -0.45
C (0.656, -1.565, 2.123)  -0.59
C (0.531, -0.150, 2.238)  0.79
N (0.587, 0.529, 3.505)  -0.59
C (0.453, 0.585, 1.080)  -0.49
H (-2.443, 0.446, -3.267)  0.29
H (-1.369, -1.094, -2.802)  0.23
H (-2.339, -0.172, -1.528)  0.30
H (0.931, 1.584, -1.254)  0.27
H (0.278, -1.815, -1.229)  0.49
H (0.427, -3.232, 0.749)  0.34
H (0.547, -2.143, 3.057)  0.27
H (0.076, 0.111, 4.280)  0.22
H (0.556, 1.650, 3.441)  0.23
H (0.321, 1.636, 1.213)  0.26


Q ends up most stable, edging out the next structure by 204.3 kJ/mol.


P.
Formula: H19O10
Source: OMol25
Level of theory: ωB97M-V/def2-TZVPD

Its charge is -1. Its orbital gap is 8.572 eV. As for the lowest unoccupied orbital energy: 0.1127 hartree. The calculation puts the highest occupied orbital energy at -5.505 eV.

Last column: Mulliken charge in e.
Geometry (Å):
O (-0.168, 0.004, 0.430)  -2.14
H (0.337, 0.148, -0.395)  -1.09
O (1.447, 1.103, 1.422)  -0.69
H (1.112, 1.742, 2.051)  0.29
H (0.664, 0.747, 1.001)  0.72
O (2.884, 0.654, -1.180)  -0.65
H (2.139, 0.059, -1.260)  0.33
H (2.743, 1.307, -1.866)  0.29
O (-1.398, 0.693, 1.810)  -0.76
H (-0.879, 0.388, 1.065)  0.26
H (-0.750, 0.914, 2.479)  0.26
O (-0.486, 1.851, -0.659)  -0.77
H (-0.271, 1.038, -0.203)  1.64
H (-1.177, 1.606, -1.275)  0.63
O (-2.058, 0.356, -1.498)  -0.92
H (-2.015, -0.142, -0.682)  0.35
H (-1.413, -0.063, -2.069)  0.23
O (0.891, -0.356, -2.002)  -0.64
H (0.388, -0.279, -2.813)  0.31
H (0.244, -0.243, -1.306)  0.21
O (-1.873, -1.140, 0.004)  -0.69
H (-2.178, -1.508, 0.834)  0.34
H (-1.048, -0.708, 0.223)  1.38
O (-0.568, -1.491, 1.767)  -0.79
H (-0.260, -0.886, 1.092)  0.67
H (0.098, -1.445, 2.452)  0.14
O (1.589, -1.423, 0.184)  -0.66
H (0.954, -0.715, 0.298)  0.35
H (1.055, -2.212, 0.096)  0.40


Q.
Formula: H19O10
Source: OMol25
Level of theory: ωB97M-V/def2-TZVPD

Its charge is -1. Its orbital gap is 9.610 eV. As for the lowest unoccupied orbital energy: 0.1205 hartree. The calculation puts the highest occupied orbital energy at -6.331 eV.

Last column: Mulliken charge in e.
Geometry (Å):
O (-0.324, -1.591, 2.720)  -0.71
H (-1.026, -1.696, 1.956)  0.40
H (-0.227, -2.468, 3.169)  0.29
O (-0.160, -0.782, -3.659)  -0.66
H (0.043, 0.099, -3.244)  0.36
H (-1.110, -0.837, -3.790)  0.31
O (1.893, -1.284, 1.073)  -0.76
H (1.547, -1.795, 0.307)  0.42
H (1.126, -1.292, 1.727)  0.36
O (-1.945, -1.217, 0.501)  -1.05
H (-2.485, -0.177, -0.536)  0.47
H (-2.691, -1.701, 0.473)  0.11
O (-2.433, 0.616, -1.206)  -0.80
H (-0.387, 0.650, 0.334)  0.32
H (-1.528, 0.524, -1.505)  0.27
O (0.447, 1.589, -2.016)  -0.76
H (0.321, 1.811, -1.052)  0.41
H (1.400, 1.257, -2.023)  0.34
O (0.183, -2.118, -0.811)  -0.70
H (-0.685, -1.923, -0.340)  0.39
H (-0.152, -2.161, -1.621)  0.28
O (-0.559, 1.627, 0.405)  -0.66
H (-1.510, 1.754, 0.166)  0.34
H (0.380, 2.268, 1.999)  0.36
O (0.397, 2.035, 2.937)  -0.67
H (0.100, 1.144, 3.100)  0.30
O (2.661, 1.452, 0.157)  -0.60
H (2.204, 0.506, 0.318)  0.42
H (3.403, 1.430, -0.254)  0.21


R.
Formula: H19O10
Source: OMol25
Level of theory: ωB97M-V/def2-TZVPD

Its charge is -1. Its orbital gap is 9.517 eV. As for the lowest unoccupied orbital energy: 0.1075 hartree. The calculation puts the highest occupied orbital energy at -6.592 eV.

Last column: Mulliken charge in e.
Geometry (Å):
O (0.746, 1.501, 3.554)  -0.73
H (0.233, 1.928, 2.844)  0.35
H (-1.397, -1.152, 1.889)  0.10
O (1.499, -0.243, -3.183)  -0.65
H (1.798, -0.728, -2.406)  0.37
H (-1.584, 1.845, -1.178)  0.30
O (1.677, -0.981, 2.556)  -0.74
H (1.459, 0.678, -2.920)  0.29
H (2.221, -0.230, 2.287)  0.33
O (-2.237, -1.130, -0.666)  -0.82
H (0.417, -0.989, -1.116)  0.20
H (0.758, 0.593, 3.179)  0.37
O (0.979, -1.465, -0.489)  -0.67
H (0.587, -2.651, -3.027)  0.27
H (-1.634, -1.085, 0.123)  0.47
O (1.552, 2.616, 0.304)  -0.63
H (1.210, 1.777, -0.009)  0.28
H (1.839, 2.471, 1.211)  0.33
O (-0.944, 1.781, 1.016)  -0.69
H (-1.727, 2.325, 1.119)  0.22
H (-0.992, 0.810, 1.415)  0.42
O (-0.280, -2.425, -2.683)  -0.53
H (-0.916, -2.866, -3.256)  0.25
H (0.543, -1.179, 0.354)  0.51
O (-0.704, -0.605, 1.513)  -0.97
H (0.897, -0.819, 1.946)  0.25
O (-2.201, 1.403, -1.785)  -0.71
H (-1.684, -1.694, -1.228)  0.38
H (-2.116, 0.515, -1.363)  0.45


S.
Formula: H19O10
Source: OMol25
Level of theory: ωB97M-V/def2-TZVPD

Its charge is -1. Its orbital gap is 9.326 eV. As for the lowest unoccupied orbital energy: 0.0959 hartree. The calculation puts the highest occupied orbital energy at -6.716 eV.

Last column: Mulliken charge in e.
Geometry (Å):
O (-0.402, 0.549, -0.585)  -0.90
H (0.030, -0.154, 0.081)  0.10
O (1.446, 0.910, 3.316)  -0.70
H (1.532, 0.577, 2.353)  0.34
H (0.539, 1.366, 3.412)  0.32
O (2.049, 1.113, 0.367)  -0.70
H (2.156, 2.073, 0.080)  0.29
H (1.298, 0.908, -0.059)  0.47
O (-0.392, -2.785, 1.708)  -0.64
H (-0.356, -3.775, 1.595)  0.33
H (0.369, -2.544, 1.239)  0.31
O (0.028, 2.586, -2.240)  -0.68
H (0.257, 2.067, -3.014)  0.35
H (-0.253, 1.807, -1.679)  0.25
O (-2.187, -1.548, -0.146)  -0.67
H (-1.479, -0.872, -0.093)  0.25
H (-1.729, -2.284, 0.391)  0.40
O (-2.464, 0.708, -2.205)  -0.70
H (-1.808, 0.777, -1.491)  0.36
H (-2.460, -0.243, -2.411)  0.31
O (-1.175, 2.706, 1.014)  -0.63
H (-0.913, 2.069, 0.523)  0.21
H (-2.129, 2.674, 0.951)  0.31
O (0.109, -1.300, -2.413)  -0.71
H (0.800, -1.816, -1.861)  0.27
H (-0.111, -0.535, -1.740)  0.44
O (2.339, -1.843, 1.346)  -0.65
H (2.332, -0.945, 1.023)  0.36
H (2.572, -2.245, 0.536)  0.30


R ends up most stable, edging out the next structure by 39.1 kJ/mol.